Record 1
The following is a quantum chemistry calculation of the molecule C27H38BBr2NO12S, from OMol25.

Last column: Löwdin charge in e.
Cartesian coordinates (Å):
C 1.334213 1.274658 5.368736  -0.0526
C 0.008748 1.960633 5.825698  -0.2354
O -1.033518 1.537093 4.937748  -0.1549
C -1.570240 0.293085 5.338079  -0.1990
C -2.388105 -0.242036 4.176977  -0.1577
O -1.550485 -0.672662 3.115884  -0.1383
C -2.250945 -1.106597 1.973124  -0.2378
C -2.018172 -0.213772 0.693952  -0.6403
Br -3.703739 -0.745780 -0.279335  0.8749
O -2.084289 1.061112 1.315094  -0.2869
S -2.314647 2.400312 0.399756  1.0087
O -2.300578 3.507314 1.304943  -0.3286
O -0.879041 2.446610 -0.467493  -0.2234
C -0.998150 1.603314 -1.672863  -0.3827
C -0.363174 2.530618 -2.727080  -0.0549
C -0.771628 4.027042 -2.546680  -0.1571
O -0.382029 4.719490 -3.733644  -0.0377
C -1.329955 4.663485 -4.729174  -0.3360
O -1.023755 4.206460 -5.797388  0.0946
O -2.406794 1.503403 -1.924516  -0.0940
C -2.940406 1.870138 -3.031808  -0.3305
N -3.294663 2.243953 -4.084664  0.2247
C -0.322794 0.191632 -1.452965  -0.1737
C -0.961955 -0.522640 -2.722237  -0.1180
C -0.122843 -1.518893 -3.555312  -0.0787
C -0.897649 -1.816779 -4.862220  -0.4637
O -0.335754 -1.926505 -5.918767  0.1356
O -2.277790 -1.951896 -4.803830  0.0710
C 1.204764 0.374878 -1.702132  -0.0693
C 2.339836 -0.555349 -1.330208  -0.1750
C 2.675232 -1.795636 -1.826952  -0.0962
C 3.778064 -2.520213 -1.429674  -0.1236
C 4.647566 -2.012230 -0.498074  -0.0499
C 4.371350 -0.755729 0.019817  -0.2585
C 5.321713 -0.190784 1.071068  -0.0332
C 3.268489 -0.069454 -0.400491  -0.0148
C -0.676977 -0.541577 -0.031845  -0.1422
C -0.628057 -2.057550 -0.398802  -0.1703
C -0.369901 -3.154624 0.672655  -0.6753
C -1.308591 -4.363147 0.418017  -0.1499
Br 1.461047 -3.904506 0.558001  0.7812
B 0.416651 -0.105750 1.106643  -0.6308
O 1.031703 -0.952265 2.015365  0.1322
O 0.889972 1.179195 1.192477  0.1740
H 1.267304 1.215692 4.278424  0.0688
H 2.181558 1.886726 5.688566  0.0721
H 1.351139 0.281112 5.822853  0.0663
H -0.265418 1.610955 6.831703  0.1122
H 0.072922 3.048872 5.771165  0.1171
H -0.821048 -0.424715 5.695572  0.1284
H -2.299314 0.501748 6.143459  0.1353
H -3.026941 -1.085516 4.482943  0.1384
H -3.030432 0.591084 3.852573  0.1414
H -2.266866 -2.182861 1.787105  0.1092
H -3.296947 -0.884168 2.232962  0.0879
H 0.720423 2.637990 -2.627263  0.1314
H -0.485717 2.210177 -3.767804  0.1350
H -1.832509 4.149376 -2.284254  0.1273
H -0.203768 4.483514 -1.735159  0.1349
H -2.341101 5.078568 -4.578748  0.1500
H -1.904743 -1.029761 -2.503432  0.0849
H -1.211896 0.213068 -3.501586  0.1104
H 0.026430 -2.506655 -3.102213  0.1208
H 0.845759 -1.159545 -3.902571  0.1159
H -2.671820 -1.094949 -4.592970  0.1014
H 1.438106 1.331687 -1.216529  0.1159
H 1.350441 0.609510 -2.766516  0.1332
H 2.052377 -2.255870 -2.586448  0.0921
H 3.973243 -3.486251 -1.885506  0.1134
H 5.513729 -2.606783 -0.223991  0.1187
H 6.298779 -0.663701 0.951518  0.0751
H 4.934327 -0.540554 2.040057  0.0868
H 5.350239 0.899975 1.074565  0.0780
H 3.111872 0.923466 0.022091  0.1202
H -1.504132 -2.397888 -0.959207  0.0935
H 0.236081 -2.169149 -1.059241  0.0697
H -0.498079 -2.885931 1.715550  0.0580
H -1.072648 -4.886852 -0.508602  0.0765
H -2.333504 -3.958169 0.414116  0.0732
H -1.255379 -5.019900 1.291961  0.0766
H 0.434385 -1.303026 2.686546  0.0951
H 1.783847 1.170382 1.550124  0.1090

Forces on atoms 1 to 2 (eV/Å):
C -1.115 0.751 0.521
C 0.352 -0.941 -0.633

Results
F_max = 3.2 eV/A
spin multiplicity = 1
E = -206269.5034 eV

Record 2
The following is a quantum chemistry calculation of the molecule C22H21FN2O3S, from OMol25.

Last column: natural (NBO) charge in e.
Cartesian coordinates (Å):
O -1.550928 0.224219 4.084630  -0.6350
C -1.877270 0.489450 2.945343  0.6706
N -1.616277 1.650964 2.322218  -0.6198
H -1.852267 1.695607 1.333374  0.4344
C -0.558243 2.522368 2.771705  -0.2540
H -0.711832 3.506861 2.327843  0.1958
H -0.598684 2.596330 3.860166  0.2282
C 0.809609 1.932177 2.350807  0.0844
H 1.028786 1.073871 2.992596  0.2050
O 0.768010 1.434317 1.026196  -0.5361
C 1.082493 2.487275 0.131271  -0.0755
C 1.777730 3.596484 0.943070  -0.4407
H 1.161476 4.494607 0.969737  0.2058
H 2.743197 3.859704 0.516894  0.2190
C 1.917219 2.987229 2.342373  -0.4264
H 2.886572 2.501941 2.453072  0.2149
H 1.793791 3.717960 3.138028  0.2162
H 1.730367 2.064296 -0.641748  0.1836
H 0.165673 2.856141 -0.346143  0.1699
C -2.640869 -0.496386 2.045332  -0.3170
N -1.763400 -1.021313 1.005060  -0.4243
C -1.693741 -0.298201 -0.147298  0.6799
O -2.273770 0.780558 -0.239053  -0.6514
C -0.952315 -0.817981 -1.309912  -0.2602
C -0.637629 0.053067 -2.288484  -0.1526
C 0.054005 -0.223894 -3.533976  -0.1495
C -0.236974 -1.312933 -4.356470  0.4167
C 0.455954 -1.561539 -5.526266  -0.2758
C 1.472125 -0.704652 -5.907785  -0.1843
C 1.764485 0.405636 -5.130102  -0.2280
C 1.058310 0.645858 -3.969100  -0.1562
H 1.287444 1.510177 -3.363206  0.2140
H 2.544243 1.087187 -5.434611  0.2177
H 2.022696 -0.894375 -6.816110  0.2190
H 0.184018 -2.416838 -6.124616  0.2319
F -1.271721 -2.124373 -4.053056  -0.3212
H -0.885999 1.090235 -2.103531  0.2420
S -0.588734 -2.529106 -1.414908  0.3649
C -0.418100 -2.925928 0.290552  -0.2296
C 0.297837 -4.076733 0.596115  -0.1981
C 0.494819 -4.449978 1.909479  -0.2150
C -0.006232 -3.648704 2.922555  -0.2034
C -0.726721 -2.507511 2.625194  -0.2544
C -0.969420 -2.137696 1.301315  0.2079
H -1.079268 -1.893612 3.436864  0.2501
H 0.163248 -3.909076 3.955820  0.2182
H 1.047196 -5.347496 2.139995  0.2169
H 0.693740 -4.666769 -0.216193  0.2195
H -3.462931 0.025895 1.548723  0.2499
H -3.031718 -1.325321 2.636240  0.2319

Forces on atoms 1 to 2 (eV/Å):
O 0.211 -0.108 0.378
C -0.533 -0.117 -0.339

Results
F_max = 0.9 eV/A
spin multiplicity = 1
SMILES string = O=C(CN1C(=O)/C(=C/c2ccccc2F)Sc2ccccc21)NC[C@@H]1CCCO1
E = -45831.0588 eV

Record 3
The following is a quantum chemistry calculation of a cluster of 2 separate species, C21H22ClN3O5S in total, from OMol25.

Last column: natural (NBO) charge in e.
Cartesian coordinates (Å):
O 3.519137 -0.775292 2.359056  -0.6110
O 0.186025 -0.773914 -6.011223  -0.6343
O -2.600173 -2.457019 -5.246041  -0.6321
Cl 0.717521 -1.069706 3.825714  0.0556
O -1.504056 0.988514 2.374529  -0.6945
O 6.092404 -1.009831 3.206076  -0.5344
S 3.276072 2.315616 4.649246  0.3889
C 3.791566 -0.139559 3.371202  0.5856
C 0.517594 -1.892769 -5.639814  0.6836
C -2.274868 -1.709476 -4.325991  0.6645
C 2.821526 0.734507 4.019685  -0.3093
C 1.498109 0.433977 4.263985  0.0145
C -0.183989 3.748177 6.316911  -0.1980
C -1.024899 2.657323 6.054950  -0.2178
C -1.433429 -0.746380 0.728020  -0.2683
C -1.067395 1.580671 0.091636  -0.3037
C 1.156096 3.715546 5.908925  -0.2454
C -0.529045 1.532719 5.382479  -0.1754
C -1.193089 -1.148576 -0.598834  -0.2056
C -0.842144 1.177094 -1.237934  -0.1866
C -1.345961 0.614380 1.080050  0.3730
C 1.643732 2.588975 5.238177  -0.0811
C 0.808571 1.507099 4.971264  -0.1678
C -0.879755 -0.187898 -1.586017  -0.0664
N 5.097970 -0.194419 3.828128  -0.3216
N -3.110746 -0.775817 -3.848073  -0.6095
N 0.123479 -2.440796 -4.487770  -0.6040
C 1.450519 -2.723564 -6.490776  -0.7069
C -4.431474 -0.487439 -4.403994  -0.4095
C -0.374053 -0.590930 -2.962980  -0.4383
C -0.916290 -1.882873 -3.611626  -0.1095
H -1.088991 1.833457 2.555422  0.4840
H 5.703734 -1.471224 2.431973  0.5048
H -0.570946 4.618245 6.839545  0.2231
H -2.062605 2.680731 6.375148  0.2236
H -1.634801 -1.476003 1.498276  0.2219
H -1.003744 2.623658 0.360149  0.2099
H 1.812787 4.555418 6.114084  0.2239
H -1.178319 0.685225 5.177864  0.2421
H -1.186568 -2.203902 -0.821118  0.2087
H -0.574909 1.914990 -1.982834  0.2167
H 5.325199 0.319050 4.677706  0.3975
H -2.785985 -0.211970 -3.076427  0.4053
H 0.449715 -3.370361 -4.286289  0.3978
H 2.376173 -2.901249 -5.946818  0.2213
H 0.968944 -3.669388 -6.733418  0.2261
H 1.662994 -2.179164 -7.410084  0.2437
H -4.349241 -0.329306 -5.481341  0.2165
H -4.849332 0.408023 -3.942504  0.2050
H -5.099658 -1.331718 -4.227422  0.2037
H 0.706501 -0.699221 -2.850684  0.2338
H -0.527254 0.237699 -3.656376  0.2385
H -1.082648 -2.621330 -2.833811  0.2180

Forces on atoms 1 to 2 (eV/Å):
O -0.313 -0.028 0.351
O -0.255 -0.243 0.473

Results
F_max = 3.2 eV/A
spin multiplicity = 1
SMILES string = CNC(=O)[C@H](Cc1ccc(O)cc1)NC(C)=O.O=C(NO)c1sc2ccccc2c1Cl
E = -60199.0217 eV

Record 4
The following is a quantum chemistry calculation of a cluster of 2 separate species, C3H8P2 in total, from OMol25.

Last column: natural (NBO) charge in e.
Cartesian coordinates (Å):
C 0.420636 1.603730 0.601570  -0.0926
C 1.125044 2.657685 0.888070  -0.5264
C -1.439700 -1.831568 0.131792  -0.9354
P -0.256945 -0.222880 -2.143861  0.0444
P -0.026536 -1.998880 -1.046686  0.2527
H 0.415602 0.482585 0.811534  0.1910
H 1.034960 0.054953 -2.205210  -0.0554
H 1.145601 3.582237 0.441669  0.2135
H 1.762073 2.604124 1.778501  0.2067
H -1.222716 -1.650363 1.218077  0.2476
H -1.925703 -2.756285 0.077232  0.2269
H -2.191282 -1.158776 -0.283723  0.2380
H 1.158964 -1.366563 -0.268965  -0.0111

Forces on atoms 1 to 2 (eV/Å):
C 0.041 -2.027 -0.757
C 0.304 -2.051 1.899

Results
F_max = 2.9 eV/A
spin multiplicity = 1
E = -21812.7538 eV